Record 1
# C27H30N2OTa

A molecular structure, C27H30N2OTa (ωB97M-V/def2-TZVPD, OMol25).

XYZ file:
```
61
Properties=species:S:1:pos:R:3:nbo_charge:R:1
Ta 1.00 0.18 0.23 2.23
O 2.22 1.21 1.59 -0.77
C 2.00 2.66 1.96 -0.06
C 2.22 3.56 0.76 -0.45
C 1.38 3.15 -0.48 -0.48
C 2.02 2.32 -1.56 0.26
C 2.72 2.89 -2.61 -0.22
C 3.22 2.09 -3.62 -0.04
C 3.03 0.72 -3.58 -0.22
C 2.35 0.18 -2.51 0.08
N 1.87 0.96 -1.52 -0.63
H 3.14 0.96 1.74 0.56
H 2.66 2.86 2.80 0.25
H 0.97 2.69 2.31 0.21
H 3.28 3.64 0.51 0.25
H 1.90 4.55 1.08 0.28
H 1.05 4.06 -0.97 0.30
H 0.42 2.69 -0.17 0.22
H 2.84 3.97 -2.64 0.27
H 3.76 2.54 -4.45 0.27
H 3.40 0.07 -4.36 0.28
H 2.19 -0.89 -2.41 0.25
N -0.77 0.49 0.36 -0.80
C -2.11 0.70 0.44 0.38
C -2.69 0.99 1.72 -0.09
C -1.95 1.63 2.73 -0.16
C -2.52 1.88 3.96 -0.20
C -3.82 1.45 4.22 -0.09
C -4.56 0.79 3.24 -0.19
C -4.00 0.56 2.00 -0.14
C -2.88 0.62 -0.77 -0.10
C -4.05 1.39 -0.91 -0.13
C -4.80 1.32 -2.07 -0.21
C -4.39 0.47 -3.10 -0.08
C -3.23 -0.29 -2.98 -0.20
C -2.47 -0.21 -1.83 -0.16
H -0.95 1.99 2.52 0.18
H -1.97 2.41 4.73 0.25
H -4.27 1.64 5.19 0.26
H -5.56 0.45 3.46 0.26
H -4.56 0.01 1.25 0.24
H -4.34 2.07 -0.12 0.24
H -5.68 1.92 -2.18 0.26
H -4.98 0.41 -4.00 0.25
H -2.94 -0.96 -3.78 0.25
H -1.59 -0.84 -1.72 0.21
C 2.61 -4.58 1.77 -0.58
C 2.04 -4.34 0.35 -0.20
C 0.77 -5.18 0.12 -0.58
C 3.11 -4.66 -0.72 -0.58
C 1.70 -2.95 0.24 0.51
C 1.44 -1.74 0.15 -0.77
H 2.86 -5.64 1.84 0.26
H 1.87 -4.35 2.54 0.23
H 3.51 -4.00 1.94 0.22
H 1.05 -6.23 0.20 0.25
H 0.36 -5.02 -0.87 0.23
H 0.01 -4.97 0.87 0.23
H 3.37 -5.71 -0.62 0.26
H 4.02 -4.07 -0.56 0.22
H 2.74 -4.49 -1.73 0.22
```

Charge: +3
HOMO energy in Ha: -0.634
Frontier orbital gap in eV: 6.55

---

Record 2
# C6H9N

C6H9N in the gas phase (ωB97M-V/def2-TZVPD, OMol25).

XYZ file:
```
16
Properties=species:S:1:pos:R:3:nbo_charge:R:1
C 0.05 2.38 0.01 -0.66
C -0.25 0.92 -0.14 0.30
C -0.38 0.18 -1.30 -0.47
C -0.82 -1.16 -1.04 -0.06
C 0.75 -2.02 0.12 -0.58
C -0.62 -1.23 0.42 -0.17
N -0.47 0.13 0.93 -0.57
H 0.91 2.55 0.66 0.23
H 0.26 2.83 -0.97 0.24
H -0.81 2.91 0.44 0.23
H -0.19 0.57 -2.29 0.21
H 1.49 -1.59 0.78 0.21
H 1.14 -1.98 -0.91 0.25
H 0.56 -3.07 0.32 0.23
H -1.23 -1.84 1.10 0.22
H -0.39 0.42 1.89 0.40
```

HOMO energy in Ha: -0.281
Frontier orbital gap in eV: 8.41

---

Record 3
# C35H21AuF15GeO2S2Si2

A molecular structure, C35H21AuF15GeO2S2Si2 (ωB97M-V/def2-TZVPD, OMol25).

XYZ file:
```
79
Properties=species:S:1:pos:R:3:mulliken_spin:R:1
Au -1.00 -0.42 -0.45 0.44
C -3.38 -1.26 2.33 0.05
Si -1.68 -0.59 1.84 0.42
C -0.48 -1.47 2.88 0.04
C -1.70 1.26 2.27 -0.03
C -1.89 1.66 3.58 0.01
C -1.91 2.97 4.05 0.00
C -1.65 3.96 3.12 0.00
C -1.47 3.61 1.79 0.01
C -1.52 2.28 1.32 -0.04
Si -1.21 1.96 -0.55 0.32
C 0.39 2.87 -1.03 0.13
C -2.62 2.79 -1.56 0.02
H -3.36 -1.17 3.40 0.01
H -3.51 -2.35 2.07 0.01
H -4.21 -0.65 1.94 -0.01
H -0.63 -1.32 3.95 0.01
H 0.55 -1.09 2.64 -0.01
H -0.45 -2.51 2.60 0.00
H -2.07 0.85 4.30 0.00
H -1.89 3.10 5.11 0.00
H -1.58 5.00 3.45 0.00
H -1.19 4.40 1.08 0.00
H 1.24 2.19 -0.79 -0.03
H 0.56 3.79 -0.41 0.01
H 0.34 3.06 -2.12 0.01
H -2.83 3.84 -1.35 0.01
H -3.55 2.27 -1.38 0.00
H -2.46 2.56 -2.62 0.00
F 5.54 -2.40 -2.34 0.00
C 5.45 -3.03 -1.17 0.00
C 4.52 -2.59 -0.22 0.01
C 4.66 -3.17 1.03 -0.01
F 3.89 -2.81 2.06 0.00
C 5.58 -4.24 1.27 0.00
F 5.62 -4.90 2.45 0.00
C 6.49 -4.65 0.33 0.00
F 7.31 -5.66 0.60 0.00
C 6.43 -3.98 -0.90 0.00
F 7.37 -4.25 -1.85 0.00
Ge 3.10 -1.29 -0.50 0.03
S 1.08 -2.08 -0.15 0.06
C 3.12 -0.74 -2.41 0.01
C 2.96 0.56 -2.84 0.02
F 3.21 1.60 -1.99 0.00
C 2.51 0.89 -4.10 0.00
F 2.37 2.18 -4.47 0.00
C 2.24 -0.12 -4.98 -0.01
F 1.92 0.18 -6.22 0.00
C 2.49 -1.44 -4.63 0.00
F 2.41 -2.36 -5.58 0.00
C 2.85 -1.73 -3.34 -0.01
F 3.04 -3.04 -3.05 0.00
C 3.66 0.22 0.66 -0.01
C 2.76 0.92 1.46 0.01
F 1.44 0.72 1.36 0.06
C 3.14 1.90 2.36 0.00
F 2.32 2.65 3.10 0.00
C 4.47 2.28 2.43 0.00
F 4.85 3.34 3.20 0.00
C 5.43 1.59 1.68 0.00
F 6.67 2.06 1.70 0.00
C 4.99 0.59 0.80 0.00
F 5.89 -0.02 0.04 0.00
O -8.98 -0.52 0.48 0.00
C -8.68 -0.56 -0.86 0.00
O -9.53 -0.66 -1.70 0.00
C -7.23 -0.48 -1.18 0.00
C -6.31 0.14 -0.29 0.00
C -4.92 0.00 -0.52 0.05
C -4.47 -0.80 -1.58 -0.04
S -2.78 -1.04 -2.10 0.44
C -5.41 -1.29 -2.47 0.00
C -6.76 -1.05 -2.31 0.00
H -8.18 -0.57 0.99 0.00
H -6.65 0.68 0.65 0.00
H -4.23 0.48 0.12 -0.01
H -5.02 -1.74 -3.41 -0.01
H -7.44 -1.41 -3.06 0.00
```

Charge: -1
2S+1: 3
HOMO energy (alpha / beta) in Ha: -0.147 / -0.210
Frontier orbital gap (alpha / beta) in eV: 6.00 / 6.22

---

Summary of ΔE to the lowest compared entry with this formula, charge and spin in kcal per mole
5.9, 78.1, 0.0
(order as listed above)